[1]
This record from the OMol25 dataset describes a 8-piece molecular cluster, C27H70O24S7 overall at a distorted geometry. The level of theory is ωB97M-V/def2-TZVPD.

Each line ends with the Mulliken charge.
Positions of all 128 atoms, in Å:
O1 -10.624 -23.684 24.543  -0.635
S1 -11.888 -23.962 25.171  1.225
O2 -11.960 -24.586 26.460  -0.583
O3 -12.656 -22.532 25.168  -0.356
C1 -13.730 -22.414 26.086  0.174
C2 -14.787 -21.465 25.578  -0.976
C3 -12.999 -24.883 24.092  -0.636
H1 -13.356 -22.155 27.080  0.278
H2 -14.251 -23.366 26.255  -0.006
H3 -15.032 -21.658 24.528  0.345
H4 -14.483 -20.417 25.495  0.407
H5 -15.703 -21.524 26.164  0.040
H6 -13.901 -25.230 24.591  -0.104
H7 -12.464 -25.808 23.873  0.490
H8 -13.247 -24.290 23.217  0.316
O4 -19.583 -17.617 28.124  -0.627
S2 -19.333 -18.293 26.873  1.135
O5 -20.364 -19.162 26.337  -0.616
O6 -18.864 -17.227 25.733  -0.243
C4 -19.960 -16.521 25.145  -0.255
C5 -19.504 -15.124 24.711  -1.213
C6 -17.785 -19.200 27.028  -0.845
H9 -20.792 -16.458 25.851  0.395
H10 -20.370 -17.017 24.261  0.284
H11 -20.327 -14.645 24.186  0.370
H12 -18.604 -15.169 24.102  0.308
H13 -19.274 -14.586 25.632  0.309
H14 -17.511 -19.603 26.059  0.307
H15 -17.958 -19.946 27.804  0.226
H16 -16.980 -18.590 27.436  0.453
O7 -15.096 -29.068 31.680  -0.541
S3 -14.885 -27.662 31.872  1.049
O8 -13.881 -26.979 31.096  -0.606
O9 -16.292 -26.897 31.517  -0.324
C7 -17.042 -27.369 30.393  0.161
C8 -18.421 -26.680 30.444  -1.319
C9 -14.815 -27.170 33.615  -0.890
H17 -17.218 -28.441 30.520  0.180
H18 -16.444 -27.263 29.490  0.320
H19 -18.868 -26.553 29.458  0.151
H20 -18.306 -25.683 30.863  0.416
H21 -19.062 -27.337 31.026  0.429
H22 -14.361 -27.906 34.268  0.343
H23 -15.883 -27.059 33.806  0.318
H24 -14.363 -26.187 33.708  0.321
O10 -9.882 -20.599 33.684  -0.608
S4 -10.845 -20.175 32.705  1.232
O11 -10.789 -20.601 31.329  -0.585
O12 -12.285 -20.600 33.374  -0.321
C10 -13.499 -20.368 32.608  -0.415
C11 -13.638 -21.318 31.436  -0.799
C12 -10.971 -18.349 32.734  -0.863
H25 -13.717 -19.330 32.354  0.274
H26 -14.243 -20.646 33.354  0.281
H27 -14.646 -21.252 31.008  0.216
H28 -13.604 -22.362 31.746  0.305
H29 -12.953 -21.134 30.616  0.349
H30 -12.003 -18.018 32.770  0.284
H31 -10.492 -17.990 31.826  0.318
H32 -10.393 -18.004 33.587  0.321
O13 -16.141 -34.328 29.710  -0.608
S5 -15.915 -33.028 29.134  1.170
O14 -14.668 -32.653 28.525  -0.601
O15 -17.053 -32.755 28.035  -0.386
C13 -16.969 -31.651 27.126  -0.038
C14 -16.497 -32.134 25.769  -1.039
C15 -16.383 -31.784 30.386  -0.893
H33 -16.354 -30.852 27.555  0.222
H34 -17.958 -31.183 27.129  0.337
H35 -17.109 -32.947 25.389  0.326
H36 -15.461 -32.462 25.846  0.318
H37 -16.515 -31.258 25.114  0.217
H38 -15.940 -32.153 31.306  0.432
H39 -17.469 -31.747 30.446  0.374
H40 -16.047 -30.783 30.129  0.196
O16 -19.701 -30.194 20.638  -0.623
S6 -21.059 -29.710 20.519  1.125
O17 -22.114 -30.549 20.028  -0.617
O18 -21.479 -29.164 21.975  -0.332
C16 -20.455 -28.732 22.863  0.183
C17 -21.071 -28.685 24.264  -0.980
C18 -21.068 -28.150 19.589  -0.786
H41 -20.121 -27.723 22.612  0.127
H42 -19.584 -29.383 22.872  0.321
H43 -21.287 -29.722 24.526  0.382
H44 -21.918 -28.019 24.405  0.374
H45 -20.315 -28.336 24.969  -0.017
H46 -21.265 -28.311 18.535  0.394
H47 -20.161 -27.630 19.893  0.168
H48 -21.890 -27.531 19.954  0.327
O19 -15.794 -26.836 22.659  -0.573
S7 -16.675 -27.011 21.538  1.315
O20 -18.087 -26.728 21.553  -0.645
O21 -16.081 -26.217 20.275  -0.299
C19 -14.687 -25.848 20.294  0.341
C20 -14.419 -24.711 19.320  -1.269
C21 -16.564 -28.744 20.986  -0.789
H49 -14.130 -26.743 20.002  0.291
H50 -14.316 -25.590 21.284  -0.180
H51 -15.088 -23.866 19.480  0.322
H52 -14.328 -24.989 18.275  0.336
H53 -13.451 -24.323 19.652  0.389
H54 -16.207 -29.318 21.838  0.301
H55 -15.861 -28.890 20.168  0.364
H56 -17.553 -29.039 20.645  0.169
C22 -18.274 -28.088 26.692  -0.967
O22 -16.976 -27.772 27.123  -0.031
C23 -16.152 -27.071 26.224  -0.890
C24 -16.799 -25.776 25.671  -0.818
O23 -17.553 -25.151 26.676  0.191
C25 -18.449 -24.178 26.177  -0.359
C26 -18.873 -23.341 27.361  -0.980
O24 -17.780 -22.677 27.963  -0.126
C27 -17.374 -23.097 29.256  -0.308
H57 -18.841 -28.313 27.596  0.369
H58 -18.245 -28.979 26.051  0.283
H59 -18.779 -27.273 26.168  0.231
H60 -15.925 -27.723 25.376  0.367
H61 -15.273 -26.730 26.766  0.400
H62 -17.448 -26.047 24.827  0.421
H63 -16.008 -25.161 25.226  0.356
H64 -19.394 -24.615 25.823  0.242
H65 -18.062 -23.569 25.358  0.355
H66 -19.456 -23.937 28.072  0.318
H67 -19.556 -22.530 27.086  0.481
H68 -18.130 -22.783 29.981  0.375
H69 -16.407 -22.659 29.487  0.078
H70 -17.273 -24.185 29.262  -0.095

The LUMO energy is 0.002 hartree. The value obtained for the maximum force is 0.04449 Eh/bohr. The value obtained for the relative energy (zero: lowest compared OMol25 entry of this formula, charge and spin) is 200.5 kJ/mol. Its HOMO-LUMO gap is 10.1907 eV. The SMILES is CCOS(C)(=O)=O.CCOS(C)(=O)=O.CCOS(C)(=O)=O.CCOS(C)(=O)=O.CCOS(C)(=O)=O.CCOS(C)(=O)=O.CCOS(C)(=O)=O.COCCOCCOC. Its charge is 0. The value obtained for the total energy is -154114.501 eV.

---

[2]
This record from the OMol25 dataset describes a 2-piece molecular cluster, C4H16N3O overall at a distorted geometry. The level of theory is ωB97M-V/def2-TZVPD.

Each line ends with the Mulliken charge.
Positions of all 24 atoms, in Å:
N1 -1.618 -0.032 0.092  -0.225
C1 -0.972 -0.512 -1.198  -0.638
C2 0.606 -0.352 -1.093  -0.583
N2 1.269 0.703 -0.251  -0.252
C3 1.890 0.129 0.977  -0.634
C4 1.400 -1.331 1.637  -0.502
N3 -0.063 -1.412 2.109  -0.748
H1 -1.513 1.039 0.194  0.375
H2 -1.152 -0.517 1.027  0.272
H3 -2.587 -0.234 0.106  0.403
H4 -1.292 -0.219 -2.179  0.375
H5 -1.236 -1.592 -1.306  0.336
H6 0.830 0.075 -2.185  0.323
H7 1.158 -1.340 -1.168  0.353
H8 0.507 1.462 -0.225  0.252
H9 3.054 0.303 1.113  0.319
H10 1.610 0.812 1.957  0.263
H11 2.063 -1.412 2.491  0.406
H12 1.276 -2.057 0.751  0.315
H13 -0.016 -2.453 2.374  0.287
H14 -0.447 -0.903 2.983  0.282
H15 -2.055 3.024 -3.405  0.329
H16 -1.101 3.809 -2.331  0.323
O1 -1.612 3.007 -2.472  -0.630

The LUMO energy is -0.113 hartree. The value obtained for the maximum force is 0.10170 Eh/bohr. The value obtained for the relative energy (zero: lowest compared OMol25 entry of this formula, charge and spin) is 390.4 kJ/mol. Its HOMO-LUMO gap is 9.5104 eV. Its charge is +1. The value obtained for the total energy is -10915.811 eV.

---

[3]
This record from the OMol25 dataset describes a 2-piece molecular cluster, C12H17N overall at a distorted geometry. The level of theory is ωB97M-V/def2-TZVPD.

Each line ends with the Mulliken charge.
Positions of all 30 atoms, in Å:
C1 -0.618 -1.482 3.167  -1.301
C2 -1.192 -0.112 1.029  1.296
C3 -1.365 -1.233 1.923  0.243
C4 -2.346 -0.138 0.119  -0.277
C5 -2.439 -1.956 1.510  -0.656
C6 -0.339 0.939 0.882  -0.620
C7 -0.413 1.782 -0.215  -0.409
C8 -1.495 1.706 -1.133  -0.647
C9 -2.498 0.765 -0.917  -0.884
N1 -3.076 -1.274 0.488  -0.039
H1 0.395 1.061 1.663  0.459
H2 0.316 2.577 -0.374  0.531
H3 -1.553 2.484 -1.878  0.426
H4 -0.971 -0.829 3.967  0.274
H5 0.480 -1.356 3.072  0.316
H6 -2.790 -2.953 1.734  0.395
H7 -3.979 -1.505 0.114  0.189
H8 -3.307 0.697 -1.643  0.325
H9 -0.845 -2.529 3.474  0.353
C10 2.297 -0.162 -2.011  -0.214
C11 2.733 1.284 -2.327  -0.933
C12 2.563 -0.281 -0.504  -1.101
H10 2.806 -0.914 -2.604  0.357
H11 1.226 -0.342 -2.070  0.193
H12 1.984 1.951 -1.911  0.141
H13 3.677 1.561 -1.898  0.343
H14 2.133 -1.256 -0.142  0.264
H15 2.164 0.436 0.210  0.238
H16 2.805 1.427 -3.407  0.321
H17 3.650 -0.348 -0.319  0.418

The LUMO energy is 0.034 hartree. The value obtained for the maximum force is 0.07465 Eh/bohr. The value obtained for the relative energy (zero: lowest compared OMol25 entry of this formula, charge and spin) is 85.5 kJ/mol. Its HOMO-LUMO gap is 8.7440 eV. The SMILES is Cc1c[nH]c2ccccc12.CCC. Its charge is 0. The value obtained for the total energy is -14209.451 eV.